15
Properties=species:S:1:pos:R:3:forces:R:3 method="wB97M-V/def2-TZVPD" orbital_gap_ev=9.711 e_tot_ev=-8291.040 relative_energy_kcal_mol=91.2 smiles="C1=N[C@H]2CC[C@H]2N1" total_charge=0
C 1.66466 0.78598 0.00962 -1.180 -0.272 -2.570
C 1.48200 -0.75702 -0.52561 -2.355 0.691 -2.989
C 0.23562 -0.83601 0.40625 -1.030 -1.862 2.572
C -1.63963 -0.01483 -0.27007 -4.977 -4.729 -2.349
C 0.17815 0.73980 0.58354 1.910 -1.555 1.219
H 2.54622 0.68514 0.61765 -0.178 0.735 0.970
H 1.77362 1.64382 -0.74302 0.145 -1.478 0.882
H 1.29818 -1.09176 -1.64904 0.160 1.570 1.910
H 2.18767 -1.49889 -0.24450 1.018 -0.087 0.661
H 0.60072 -1.67938 1.16368 -1.003 2.646 -0.407
H -2.61039 -0.07638 -0.86704 0.710 0.718 1.315
H -1.63755 1.90208 0.13100 2.727 -2.311 -2.025
H -0.17288 1.05019 1.58471 1.003 0.256 -0.280
N -1.28186 -1.17226 0.19129 2.959 2.107 -1.831
N -0.93390 1.10906 -0.36499 0.091 3.571 2.922

16
Properties=species:S:1:pos:R:3:forces:R:3 method="wB97M-V/def2-TZVPD" orbital_gap_ev=10.926 e_tot_ev=-8850.674 relative_energy_kcal_mol=38.4 total_charge=+1
O 1.36586 1.42508 0.02880 -0.030 0.389 0.498
C 1.80319 0.32044 -0.00601 0.108 -1.111 -1.064
C 0.98129 -0.80570 -0.72185 1.445 0.630 -0.476
N -0.44138 -0.67727 -0.37199 -0.866 -0.016 -4.434
C -1.35437 -1.89110 -0.45938 2.115 -0.859 2.496
H 2.82085 -0.00818 0.32433 -0.447 0.440 0.045
H 1.16168 -0.64430 -1.83345 -0.460 -0.405 1.324
H 1.37807 -1.76547 -0.42072 -0.188 -0.369 -0.026
H -0.57203 -0.32164 0.51272 -0.205 1.388 2.865
H -0.85166 0.07128 -0.98692 0.522 -0.625 0.747
H -0.98033 -2.47869 0.49535 -1.226 0.672 -2.080
H -1.20149 -2.50833 -1.36812 -0.315 0.791 0.525
H -2.31366 -1.43020 -0.26139 -0.475 -0.713 -0.324
H -1.03828 2.12160 1.88037 -0.559 -0.438 -0.646
H -2.37600 2.03044 1.10113 -0.312 0.274 0.072
O -1.55564 1.56648 1.25671 0.893 -0.049 0.477

17
Properties=species:S:1:pos:R:3:forces:R:3 method="wB97M-V/def2-TZVPD" orbital_gap_ev="5.924 / 9.877" e_tot_ev=-17102.772 relative_energy_kcal_mol=8.3 s2=0.753 multiplicity=2 total_charge=0
C -2.60587 -1.16288 2.49093 -0.352 -0.745 0.724
C -1.21361 -0.59231 2.43652 0.737 0.039 -0.645
S -0.61795 -0.35930 0.70048 -0.341 -0.193 0.388
H -3.42901 -0.49683 2.24945 0.168 0.250 -0.244
H -2.66821 -2.06230 1.87520 0.008 0.188 -0.283
H -2.80990 -1.55765 3.49394 0.050 0.315 0.055
H -0.52769 -1.31462 2.87986 0.031 0.104 0.016
H -1.04055 0.37042 2.90904 -0.442 -0.056 0.306
H -1.82047 -0.50511 0.14382 -0.049 0.042 -0.190
N 1.97759 0.25537 -1.37643 -0.958 0.027 -0.696
C 1.71390 1.21458 -2.35281 0.688 0.442 0.191
N 2.51684 1.26459 -3.49395 -0.360 -0.556 -0.311
H 2.91839 -0.00314 -1.16104 0.115 0.057 0.277
H 1.25052 0.18747 -0.68232 0.651 -0.130 0.222
H 0.74332 1.67754 -2.37202 -0.077 -0.129 -0.030
H 2.10332 1.67821 -4.30857 0.060 0.120 -0.008
H 3.50937 1.40595 -3.43210 0.069 0.227 0.225

29
Properties=species:S:1:pos:R:3:forces:R:3 method="wB97M-V/def2-TZVPD" orbital_gap_ev="7.426 / 7.502" e_tot_ev=-15531.028 relative_energy_kcal_mol=76.7 total_charge=+2
C 4.51028 1.07149 0.87927 -1.637 -1.007 -0.409
C 4.48958 -0.67471 -0.57754 -0.476 1.524 0.594
C 4.25447 -1.86241 -1.18475 0.725 -0.132 -1.071
C -4.50788 -0.93142 0.03218 1.801 -1.417 -2.631
C 2.46000 -0.16926 0.78839 -0.765 -2.767 -1.986
C -3.70235 -0.59816 1.26855 -0.314 -2.462 3.151
C -1.69407 0.83770 0.94728 1.440 0.967 0.234
C -3.39843 -0.05336 -0.73269 1.073 -0.909 -3.337
C -3.67148 1.21952 -1.62173 0.908 1.067 2.550
N 5.59756 0.05017 -0.69264 2.209 -2.026 -2.027
N 5.62856 0.93884 0.20542 2.115 4.020 1.243
N 3.66541 0.13016 0.39167 1.956 -1.187 -0.421
N -2.65165 0.11663 0.54966 -1.245 1.960 0.667
H 4.09771 1.71129 1.59828 0.560 1.233 0.926
H 3.36691 -2.39185 -1.01629 -1.173 -0.638 0.339
H 4.92291 -2.34184 -1.95025 -0.390 0.987 1.112
H -4.44000 -2.03908 -0.41890 -0.101 2.394 1.518
H -5.54332 -0.65005 -0.04062 -0.160 0.567 0.173
H 2.14022 -1.09438 0.23388 -0.535 1.257 1.137
H 1.96480 0.32375 1.57044 -0.459 0.511 0.820
H -4.25964 -0.23991 2.19565 0.951 0.732 -1.453
H -3.15191 -1.44708 1.70949 -0.478 -0.192 -0.254
H -1.42349 1.07082 2.00708 -0.820 -0.862 -0.704
H -0.98999 1.33875 0.25367 -0.890 -0.446 -0.086
H -2.75128 -0.70493 -1.42245 -0.951 0.540 1.174
H -3.86334 2.10129 -0.96435 0.390 -0.484 -0.069
H -4.66339 1.08519 -1.96542 -0.662 -0.352 -1.464
H -2.85454 1.56974 -2.32230 -1.195 -1.073 0.521
H 6.46834 1.63310 0.27902 -1.877 -1.805 -0.247

153
Properties=species:S:1:pos:R:3:forces:R:3 method="wB97M-V/def2-TZVPD" orbital_gap_ev=10.734 e_tot_ev=-186643.221 relative_energy_kcal_mol=16.8 smiles="COP(=O)(OC)OC.COP(=O)(OC)OC.COP(=O)(OC)OC.COP(=O)(OC)OC.COP(=O)(OC)OC.COP(=O)(OC)OC.COP(=O)(OC)OC.COP(=O)(OC)OC.COP(=O)(OC)OC" total_charge=0
C -1.33666 -0.75280 1.21894 -0.032 0.455 -0.373
O 0.00893 -0.96184 0.74478 -0.256 0.282 -0.101
P 0.23299 -1.35243 -0.77285 0.921 -0.065 0.008
O -0.37788 -2.61056 -1.19716 -0.018 -0.056 -0.239
O -0.20678 -0.07360 -1.59073 -0.246 0.048 0.538
C 0.02386 0.06530 -2.99452 -0.926 0.449 -0.641
O 1.81833 -1.35622 -0.86529 -0.354 -0.044 0.418
C 2.64440 -0.29201 -0.31928 -0.229 0.007 -0.772
H -1.42905 0.28985 1.52712 0.108 -0.081 0.148
H -1.53302 -1.41744 2.05481 0.015 -0.102 -0.068
H -2.04686 -0.89670 0.40246 -0.092 -0.267 0.168
H 0.69765 0.90596 -3.13671 0.359 -0.276 -0.148
H -0.91415 0.34737 -3.47447 -0.129 0.138 0.238
H 0.29565 -0.83338 -3.54243 0.531 -0.127 0.514
H 3.43204 -0.21438 -1.06256 0.515 0.028 0.572
H 2.97020 -0.53548 0.68953 0.212 -0.246 -0.120
H 2.17286 0.68978 -0.28149 -0.494 -0.230 -0.073
C 5.66742 0.91803 2.20693 0.173 0.784 -0.124
O 5.73548 -0.39533 1.64170 -0.316 -0.109 0.283
P 6.52543 -0.59106 0.28370 0.027 0.610 0.391
O 5.91211 0.08187 -0.85827 -0.090 -0.221 -0.443
O 6.70070 -2.16119 0.20134 0.009 0.208 -0.285
C 5.65405 -2.89881 -0.41378 -1.391 -0.393 -0.624
O 7.95547 -0.06426 0.68920 -0.047 -0.087 -0.136
C 9.06456 -0.19278 -0.18791 1.276 -0.596 -0.060
H 4.78992 1.05714 2.83812 -0.002 -0.650 0.066
H 5.57035 1.69598 1.44284 0.257 -0.193 -0.138
H 6.56953 1.08429 2.79581 -0.074 0.090 -0.012
H 5.92947 -3.38753 -1.34990 0.725 -0.069 0.297
H 4.80471 -2.28616 -0.73796 0.196 0.339 0.377
H 5.25135 -3.63257 0.28234 0.303 -0.056 0.095
H 9.49660 0.75555 -0.50198 -0.512 0.274 0.160
H 8.89815 -0.79708 -1.08104 -0.519 0.086 0.057
H 9.84542 -0.71466 0.37110 -0.061 0.047 0.024
C -1.52145 -2.67406 -6.87661 -1.440 -0.013 -0.261
O -0.49102 -2.05286 -7.63044 0.294 0.044 0.299
P 0.63483 -1.24475 -6.87359 0.645 -0.303 -0.661
O 0.22197 -0.20765 -5.93746 -0.100 0.225 0.123
O 1.49096 -0.71768 -8.09825 -0.246 -0.032 0.387
C 2.03953 -1.62897 -9.03914 0.975 -0.535 -0.594
O 1.54262 -2.38959 -6.24495 -0.362 -0.256 0.396
C 2.39577 -2.09710 -5.12382 0.149 0.074 -0.105
H -1.53598 -3.74321 -7.07205 0.368 -0.076 0.243
H -2.47791 -2.29769 -7.24975 0.110 0.077 -0.115
H -1.54121 -2.43384 -5.81394 0.555 -0.109 0.049
H 1.41948 -1.69828 -9.93077 -0.017 0.251 0.017
H 2.23239 -2.65251 -8.70156 -0.597 0.154 0.597
H 3.05152 -1.29393 -9.27688 -0.275 0.419 -0.262
H 2.45128 -1.01840 -4.98394 0.190 -0.037 0.098
H 3.37050 -2.52424 -5.35024 0.056 0.163 -0.028
H 2.03580 -2.56022 -4.20523 -0.291 -0.036 -0.142
C -2.75822 -4.40574 -2.61407 0.742 -0.703 -0.113
O -4.19267 -4.34432 -2.63322 -0.162 0.849 0.075
P -5.01622 -4.29142 -1.28501 -0.128 0.384 0.406
O -4.51422 -5.11284 -0.19142 -0.024 -0.106 0.116
O -5.13292 -2.73261 -0.93718 0.408 -0.301 -0.409
C -5.65199 -2.33269 0.32984 0.272 0.431 0.456
O -6.49005 -4.63679 -1.72218 -0.206 -0.451 -0.257
C -7.05336 -4.14622 -2.93410 -0.275 0.168 -0.532
H -2.38522 -4.76335 -1.65544 -0.173 -0.196 -0.023
H -2.19610 -3.49135 -2.80899 -0.768 0.442 0.013
H -2.50436 -5.10195 -3.41188 0.108 -0.135 0.159
H -4.88592 -1.72351 0.81289 -0.085 0.082 -0.040
H -5.86496 -3.15195 1.01613 -0.047 -0.229 -0.315
H -6.54330 -1.72739 0.17221 -0.032 -0.073 -0.039
H -8.13952 -4.11651 -2.86143 0.047 -0.105 0.407
H -6.81837 -4.81494 -3.76285 0.231 0.046 0.063
H -6.72299 -3.13232 -3.16854 0.164 -0.055 0.079
C -1.58588 -0.67613 5.69939 0.306 0.385 0.999
O -2.86012 -1.31062 5.87019 0.043 -0.214 -0.486
P -3.48008 -1.51989 7.30189 0.231 -0.114 -0.371
O -4.81654 -2.10288 7.31413 -0.145 0.036 0.141
O -2.36331 -2.39866 8.01528 -0.317 0.049 -0.005
C -2.71003 -3.29812 9.08018 1.242 0.144 0.384
O -3.34310 -0.06425 7.91307 -0.102 0.261 0.007
C -4.16111 0.37439 9.00492 0.028 -0.173 0.133
H -1.73934 0.39842 5.60648 0.014 -0.027 -0.186
H -1.01427 -1.07083 4.86385 -0.447 -0.217 -0.213
H -0.99469 -0.84692 6.60208 0.152 0.049 -0.114
H -2.12246 -2.99008 9.94947 -0.336 0.208 0.106
H -2.28324 -4.26825 8.83154 -0.557 -0.179 -0.229
H -3.77072 -3.30106 9.30304 -0.077 -0.193 -0.181
H -3.49524 0.75827 9.77485 -0.050 -0.062 0.073
H -4.76447 -0.45099 9.38130 0.013 0.044 0.097
H -4.83301 1.16934 8.68769 0.083 -0.014 -0.213
C -0.48882 -4.11495 4.99718 0.407 -0.124 -0.472
O 0.40059 -3.30264 4.19364 -0.111 0.693 0.238
P 1.96160 -3.34804 4.43179 -0.132 -0.493 -0.356
O 2.40594 -3.93660 5.68996 0.135 -0.093 0.116
O 2.49830 -4.14800 3.16157 0.043 0.448 0.284
C 2.05227 -3.74471 1.86504 0.183 -0.814 -1.114
O 2.39172 -1.84774 4.17014 -0.174 0.241 0.329
C 3.80304 -1.56315 4.33359 -0.284 0.108 -0.672
H -0.82682 -4.90910 4.33436 -0.171 -0.115 0.222
H -1.32702 -3.50203 5.31466 0.035 0.041 0.059
H 0.07622 -4.51662 5.83486 -0.213 -0.038 0.124
H 1.77744 -4.66528 1.34524 -0.233 0.078 0.078
H 2.86742 -3.33896 1.25970 0.119 0.277 0.426
H 1.20404 -3.06543 1.82905 0.035 0.062 0.395
H 4.10576 -1.11055 3.39196 0.272 -0.167 0.005
H 4.34797 -2.48615 4.51712 0.196 0.122 0.076
H 3.96751 -0.83631 5.12512 -0.227 -0.181 0.223
C 2.62042 3.13760 1.63138 -0.122 0.659 0.385
O 3.17653 2.78176 0.36835 -0.069 -0.261 -0.368
P 3.91195 3.87334 -0.50876 0.084 0.457 -0.321
O 5.10183 4.49475 0.05043 0.282 0.103 0.257
O 4.19728 3.15037 -1.87887 -0.207 -0.363 0.289
C 3.17088 2.40048 -2.52435 -0.399 -0.119 -0.736
O 2.71522 4.88018 -0.79749 0.092 -0.227 -0.175
C 2.92729 6.20216 -1.28305 -0.028 1.305 0.677
H 2.89332 4.15483 1.91557 0.303 -0.110 0.029
H 2.98253 2.43358 2.37513 -0.095 -0.056 -0.002
H 1.53273 3.16635 1.59144 0.012 -0.406 -0.127
H 3.49338 1.37134 -2.67620 0.192 0.070 0.184
H 2.97302 2.83365 -3.50716 0.157 0.094 0.063
H 2.21850 2.39365 -1.99103 0.159 0.086 0.251
H 2.78238 6.89587 -0.44713 -0.165 -0.171 -0.048
H 2.16957 6.45634 -2.01970 0.045 -0.307 -0.103
H 3.93166 6.43975 -1.63679 0.037 -0.686 -0.233
C -2.59907 7.15530 1.53049 0.106 0.873 -0.256
O -1.38558 6.54060 1.97212 -0.272 -0.343 0.097
P -0.36261 6.01269 0.89288 0.453 -0.292 0.036
O -0.19969 6.85304 -0.28989 -0.006 0.220 -0.211
O 0.93751 5.78154 1.77132 -0.138 0.093 0.379
C 1.45776 6.85166 2.57383 0.101 0.484 -0.498
O -0.81523 4.53044 0.62366 -0.525 -0.336 -0.006
C -0.22383 3.72360 -0.41003 0.798 0.193 -0.047
H -3.18162 6.52550 0.86069 0.042 -0.217 0.150
H -2.34457 8.07554 1.00096 -0.051 -0.078 -0.114
H -3.16924 7.44519 2.40750 -0.025 -0.310 0.108
H 2.39700 7.18721 2.13247 0.078 -0.150 0.130
H 1.60697 6.51538 3.59636 -0.026 -0.156 -0.059
H 0.78282 7.70838 2.56527 -0.051 -0.081 0.130
H -0.21446 2.68703 -0.07870 -0.297 0.006 0.049
H 0.81158 4.03676 -0.54530 -0.126 -0.084 -0.109
H -0.72966 3.82018 -1.36820 -0.336 0.089 0.158
C -4.08515 -0.96235 -3.48710 -0.108 -0.198 -0.400
O -3.73046 0.35200 -3.95912 0.328 0.182 0.140
P -4.64771 1.52048 -3.43573 -0.794 0.384 -0.102
O -6.03885 1.47748 -3.88644 -0.161 -0.062 -0.191
O -4.50782 1.43326 -1.86703 0.393 0.198 0.132
C -5.33322 2.24362 -1.02566 -0.597 -0.288 0.330
O -3.88604 2.85706 -3.80859 0.635 -0.563 0.061
C -3.62549 3.14121 -5.17979 -0.188 1.168 -0.798
H -3.18073 -1.42690 -3.10152 -0.120 0.076 0.312
H -4.44960 -1.56853 -4.31771 0.001 0.165 -0.092
H -4.88154 -0.87642 -2.75292 0.203 -0.331 0.228
H -5.96767 2.94541 -1.56788 0.325 0.054 -0.214
H -4.69526 2.74779 -0.31039 0.133 0.198 -0.031
H -6.02264 1.59930 -0.47410 0.170 -0.113 -0.051
H -3.68578 2.28566 -5.84917 -0.058 -0.182 0.243
H -2.65591 3.62346 -5.31326 0.211 -0.404 0.476
H -4.32419 3.91401 -5.51372 -0.262 -0.327 0.018

16
Properties=species:S:1:pos:R:3:forces:R:3 method="wB97M-V/def2-TZVPD" orbital_gap_ev=12.068 e_tot_ev=-4341.301 relative_energy_kcal_mol=28.3 smiles=CC.CC total_charge=0
C -0.35735 2.00643 -0.76184 -1.126 1.028 -0.176
C -1.00836 0.88433 -1.62658 1.738 -0.245 -0.422
H -1.15807 2.38483 -0.05025 1.391 -0.322 -0.522
H 0.56439 1.72158 -0.25649 -0.422 -0.376 0.348
H 0.01512 2.87059 -1.33972 -0.657 -0.228 -0.089
H -0.47558 -0.05450 -1.33131 -0.628 0.460 -0.608
H -0.88853 1.04600 -2.74308 -0.085 -0.227 1.369
H -2.05620 0.74920 -1.40453 -0.250 0.068 0.019
C 0.41835 -2.19564 1.04505 3.858 0.010 -4.440
C 0.84902 -0.78422 1.32527 -1.518 1.556 1.889
H -0.34052 -2.10875 0.19136 0.744 -0.985 1.565
H 1.49586 -2.66239 0.57518 -3.299 0.417 1.022
H 0.19434 -2.69890 1.95333 -0.624 -0.623 0.322
H 1.78947 -0.68168 1.84010 0.343 -0.330 0.517
H 0.03289 -0.46461 2.03319 0.942 0.650 -0.473
H 0.92517 -0.01227 0.55032 -0.406 -0.850 -0.321